(1)
Density functional theory data (ωB97M-V/def2-TZVPD) for a molecular structure, C35H53N4OP2Pb at a distorted geometry.

Each line ends with the Löwdin charge.
Element x y z (Å)
C: 1.99 -2.03 -1.03  -0.319
C: 1.87 0.21 -1.83  -0.345
C: 2.94 -2.35 -2.00  0.019
C: 2.61 -0.18 -2.95  -0.020
C: 3.22 -1.41 -3.00  0.012
H: 3.41 -3.33 -1.99  0.138
H: 2.78 0.58 -3.72  0.136
H: 3.92 -1.64 -3.81  0.141
N: 1.48 -0.78 -0.92  0.040
P: -0.08 -2.87 0.69  1.059
P: 1.00 2.30 -0.15  1.098
C: 1.58 -3.15 -0.06  -0.243
H: 1.60 -4.14 -0.57  0.102
H: 2.33 -3.25 0.75  0.103
C: 1.80 1.68 -1.68  -0.185
H: 1.28 2.11 -2.58  0.089
C: -0.33 3.76 -0.38  -0.627
C: 2.77 2.94 0.11  -0.663
C: -1.25 -3.67 -0.58  -0.659
C: 0.03 -3.73 2.38  -0.687
C: -1.67 3.34 0.25  -0.096
H: -1.56 3.03 1.30  0.061
H: -2.33 4.22 0.24  0.111
H: -2.16 2.54 -0.30  0.054
C: 0.17 5.01 0.35  -0.074
H: 0.31 4.82 1.42  0.085
H: 1.09 5.42 -0.08  0.079
H: -0.61 5.78 0.26  0.114
C: -0.53 4.02 -1.87  -0.068
H: -1.26 4.84 -1.95  0.118
H: 0.38 4.35 -2.38  0.085
H: -0.94 3.14 -2.38  0.063
C: 2.88 3.54 1.50  -0.089
H: 2.38 2.91 2.25  0.054
H: 3.94 3.61 1.76  0.105
H: 2.44 4.54 1.55  0.070
C: 3.72 1.74 0.01  -0.089
H: 3.48 0.95 0.74  0.037
H: 3.73 1.30 -0.99  0.074
H: 4.74 2.09 0.19  0.117
C: 3.05 3.94 -1.04  -0.050
H: 2.36 3.89 -1.89  0.063
H: 3.06 4.98 -0.68  0.098
H: 4.05 3.71 -1.46  0.112
C: -1.35 -3.62 3.08  -0.074
H: -1.24 -3.96 4.12  0.108
H: -1.72 -2.58 3.11  0.070
H: -2.10 -4.25 2.60  0.078
C: 1.08 -2.98 3.24  -0.104
H: 2.09 -3.07 2.82  0.081
H: 0.84 -1.91 3.37  0.030
H: 1.08 -3.43 4.24  0.113
C: 0.44 -5.20 2.24  -0.062
H: 0.69 -5.58 3.25  0.113
H: -0.36 -5.83 1.85  0.076
H: 1.34 -5.32 1.61  0.090
C: -1.02 -3.00 -1.94  -0.075
H: -1.74 -3.42 -2.66  0.112
H: -1.19 -1.93 -1.89  0.036
H: -0.01 -3.18 -2.33  0.086
C: -2.70 -3.40 -0.14  -0.080
H: -2.89 -2.32 -0.03  0.069
H: -3.37 -3.79 -0.91  0.109
H: -2.96 -3.90 0.81  0.073
C: -1.01 -5.18 -0.72  -0.058
H: 0.03 -5.43 -0.95  0.087
H: -1.32 -5.75 0.17  0.079
H: -1.63 -5.54 -1.56  0.114
Pb: -0.02 -0.05 1.29  1.170
C: 3.42 0.39 3.18  0.034
O: 3.54 -0.42 3.95  0.086
N: -1.58 0.17 -0.68  0.081
C: -1.77 0.38 -1.83  -0.132
C: -1.82 0.76 -3.23  -0.197
C: -3.15 0.67 -3.55  -0.058
C: -0.84 1.02 -4.31  0.012
C: -3.63 0.81 -4.83  -0.028
H: -3.79 0.44 -2.71  0.131
C: -1.36 1.16 -5.62  -0.028
H: 0.29 1.07 -4.18  0.102
C: -2.75 1.06 -5.86  -0.016
H: -4.70 0.70 -4.90  0.130
H: -0.70 1.34 -6.49  0.133
H: -3.15 1.18 -6.85  0.121
C: -0.34 2.07 4.28  -0.004
C: -1.62 1.37 4.01  -0.419
N: -1.97 0.69 2.92  -0.058
C: -3.28 0.24 3.12  -0.120
C: -3.70 0.65 4.36  -0.034
N: -2.63 1.37 4.90  0.128
H: -0.33 2.38 5.34  0.105
H: 0.51 1.39 4.10  0.058
H: -0.25 2.96 3.65  0.086
H: -3.81 -0.32 2.38  0.107
H: -4.62 0.49 4.88  0.128
H: -2.59 1.82 5.81  0.183

The HOMO-LUMO gap (spin up / spin down) is 4.85 / 6.70 eV. Its net charge is +3. The calculation puts the lowest unoccupied orbital energy (spin up / spin down) at -0.424 / -0.358 Ha. The value obtained for the HOMO energy (spin up / spin down) is -0.602 / -0.604 hartree.


(2)
Density functional theory data (ωB97M-V/def2-TZVPD) for 3 unconnected molecules or ions with the total composition C4H13NO2 at a distorted geometry.

Each line ends with the Löwdin charge.
Element x y z (Å)
C: 0.08 1.36 -1.62  -0.279
C: 0.46 0.94 -0.26  -0.206
C: -0.61 1.42 0.64  0.005
C: -1.67 0.65 0.98  0.227
N: 1.13 1.03 -2.65  0.045
H: -0.91 0.82 -1.83  0.147
H: -0.03 2.38 -1.68  0.095
H: 0.60 -0.24 -0.09  0.181
H: 1.52 1.34 -0.15  0.165
H: -0.53 2.55 0.86  0.189
H: -1.57 -0.48 1.12  0.121
H: -2.71 0.97 1.28  0.137
H: 0.82 1.15 -3.56  0.045
H: 1.24 -0.03 -2.66  0.114
H: -2.65 -2.21 0.54  0.045
H: -2.43 -3.74 0.49  0.083
O: -1.90 -2.88 0.56  -0.115
H: 2.82 -0.87 3.05  0.108
H: 2.97 -2.42 2.20  0.036
O: 3.39 -1.74 2.78  -0.144

As for the energy relative to the best compared isomer or geometry (same formula, charge and spin): 4.188 eV. The HOMO-LUMO gap (spin up / spin down) is 8.30 / 4.52 eV. Its net charge is +1. Its spin multiplicity is 2. The calculation puts the lowest unoccupied orbital energy (spin up / spin down) at -0.201 / -0.339 Ha. The value obtained for the HOMO energy (spin up / spin down) is -0.506 / -0.505 hartree.


(3)
Density functional theory data (ωB97M-V/def2-TZVPD) for a molecular structure, C12H4CrO12S at a distorted geometry.

Each line ends with the Löwdin charge.
Element x y z (Å)
Cr: 1.82 -1.99 0.49  0.904
S: 3.83 -1.15 -1.08  0.265
O: 2.41 -0.66 -0.94  -0.446
O: 3.78 -2.32 -0.12  -0.496
O: 3.98 -1.54 -2.49  -0.409
O: 4.72 -0.05 -0.70  -0.379
C: -2.20 -1.92 -0.54  -0.014
C: -3.28 -1.13 -1.02  -0.388
C: -3.08 -0.17 -2.18  -0.445
O: -3.88 0.75 -2.42  -0.093
C: -1.87 -0.26 -2.87  -0.030
C: -0.83 -1.19 -2.55  -0.392
C: -0.96 -1.95 -1.18  -0.306
O: 0.13 -2.36 -0.63  -0.178
O: 0.18 -1.35 -3.24  -0.004
O: -4.37 -1.18 -0.42  -0.046
H: -2.40 -2.61 0.28  0.087
H: -1.70 0.37 -3.74  0.083
C: 0.73 2.98 1.51  -0.032
C: -0.53 2.93 2.15  -0.428
C: -0.99 1.57 2.80  -0.368
O: -2.13 1.53 3.25  -0.018
C: -0.10 0.43 2.62  -0.001
C: 1.18 0.55 2.13  -0.334
C: 1.63 1.88 1.54  -0.397
O: 2.79 2.08 1.16  -0.015
O: 1.92 -0.49 1.94  -0.193
O: -1.40 3.83 2.13  -0.098
H: 1.08 3.95 1.19  0.077
H: -0.45 -0.54 2.95  0.095

As for the energy relative to the best compared isomer or geometry (same formula, charge and spin): 0.000 eV. The HOMO-LUMO gap (spin up / spin down) is 4.61 / 4.47 eV. Its net charge is -4. Its spin multiplicity is 5. The calculation puts the lowest unoccupied orbital energy (spin up / spin down) at 0.312 / 0.307 Ha. The value obtained for the HOMO energy (spin up / spin down) is 0.143 / 0.143 hartree.


(4)
Density functional theory data (ωB97M-V/def2-TZVPD) for 2 unconnected molecules or ions with the total composition C22H26BrN3O6 at a distorted geometry.

Each line ends with the Löwdin charge.
Element x y z (Å)
O: 1.05 -1.33 0.37  0.084
O: -1.36 3.92 4.89  0.058
O: 0.28 1.24 2.33  0.037
Br: -2.29 -4.33 -3.49  0.705
O: 2.32 0.47 0.88  0.093
O: 3.35 0.09 -3.27  0.094
O: -1.58 -1.02 4.64  -0.016
C: 1.88 -0.50 0.05  -0.473
C: -2.01 3.05 5.45  -0.572
C: -0.76 1.33 2.98  -0.405
C: 2.31 -1.62 -2.24  0.056
C: 2.41 -0.52 -1.31  -0.081
C: 0.77 -0.61 -7.28  -0.023
C: 2.00 -0.72 -6.68  -0.050
C: 3.05 0.48 -1.99  -0.210
C: 2.88 -1.19 -3.41  -0.230
C: -2.15 -2.57 -5.77  -0.133
C: -1.52 -1.71 -6.68  -0.019
C: -0.06 -2.91 -4.60  -0.052
C: -1.43 -3.17 -4.73  -0.678
C: -0.15 -1.45 -6.53  -0.191
C: 0.57 -2.04 -5.50  -0.173
N: -1.90 1.49 2.30  0.069
N: 1.89 -1.60 -5.60  -0.043
N: -1.76 1.75 5.31  0.105
C: -3.18 3.42 6.33  0.004
C: 3.37 1.89 -1.55  0.009
C: -3.29 1.49 2.78  -0.053
C: 2.98 -1.98 -4.68  -0.047
C: 0.02 -0.46 6.31  -0.025
C: -0.65 1.21 4.51  -0.147
C: -0.40 -0.27 4.85  -0.387
H: 1.63 0.56 1.58  0.066
H: -1.56 -1.34 3.74  0.107
H: 1.85 -2.59 -2.05  0.123
H: 0.52 -0.01 -8.14  0.102
H: 2.90 -0.21 -6.99  0.122
H: -3.21 -2.78 -5.87  0.094
H: -2.07 -1.25 -7.49  0.112
H: 0.49 -3.38 -3.80  0.087
H: -1.77 1.59 1.30  0.151
H: -2.35 1.09 5.77  0.140
H: -4.06 2.86 6.04  0.078
H: -2.92 3.21 7.37  0.084
H: -3.38 4.49 6.22  0.087
H: 2.67 2.23 -0.79  0.083
H: 3.29 2.56 -2.41  0.086
H: 4.38 1.93 -1.16  0.092
H: -3.53 2.45 3.23  0.078
H: -3.96 1.32 1.94  0.090
H: -3.44 0.69 3.51  0.077
H: 3.95 -1.79 -5.15  0.133
H: 2.92 -3.05 -4.47  0.135
H: -0.77 -0.13 6.99  0.078
H: 0.93 0.12 6.50  0.089
H: 0.23 -1.51 6.49  0.087
H: 0.25 1.76 4.78  0.163
H: 0.39 -0.66 4.21  0.153

The HOMO-LUMO gap is 8.42 eV. Its net charge is 0. The calculation puts the lowest unoccupied orbital energy at 0.018 Ha. The value obtained for the HOMO energy is -0.292 hartree. As for the SMILES: Cc1oc(Cn2ccc3ccc(Br)cc32)cc1C(=O)O.CNC(=O)[C@@H](NC(C)=O)[C@@H](C)O.